1.
{
  "formula": "C6H10O",
  "method": "ωB97M-V/def2-TZVPD",
  "lumo_ev": 0.73,
  "e_homo_ev": -7.97,
  "total_energy_ev": -8427.287,
  "symbols": ["C", "C", "C", "C", "C", "O", "C", "H", "H", "H", "H", "H", "H", "H", "H", "H", "H"],
  "positions_angstrom": [[1.5844, -0.8481, -0.0770], [0.2495, -0.1229, -0.0059], [-0.5474, 0.2519, -1.2600], [-1.6561, 0.8671, -0.3892], [-0.9556, -0.8320, 0.6501], [-1.0273, 1.7470, 0.4354], [0.3185, 1.2618, 0.6451], [2.3356, -0.2357, -0.5936], [1.4902, -1.7931, -0.6226], [1.9667, -1.0763, 0.9264], [-0.0898, 0.9829, -1.9372], [-0.9003, -0.6118, -1.8327], [-2.1409, -0.0647, 0.2445], [-1.1959, -1.7966, 0.1871], [-0.9904, -0.8917, 1.7484], [1.0542, 1.9147, 0.1561], [0.5048, 1.2472, 1.7253]],
  "atomic_forces_ev_per_a": [[0.0, 0.0, 0.0], [0.1, 0.0, 0.0], [0.1, 0.0, -0.1], [0.0, 0.0, -0.2], [-0.1, 0.0, 0.0], [0.0, 0.0, 0.0], [0.3, -0.1, 0.1], [-0.2, -0.1, 0.1], [0.0, 0.1, 0.1], [-0.1, 0.0, -0.1], [-0.1, -0.1, 0.2], [0.1, 0.1, 0.1], [0.1, -0.4, 0.3], [0.0, 0.3, 0.0], [0.0, 0.2, -0.3], [-0.1, -0.1, 0.1], [0.0, 0.0, -0.2]]
}



2.
{
  "formula": "C6H10O",
  "method": "ωB97M-V/def2-TZVPD",
  "lumo_ev": -0.14,
  "e_homo_ev": -8.79,
  "total_energy_ev": -8426.177,
  "symbols": ["C", "C", "C", "C", "C", "C", "O", "H", "H", "H", "H", "H", "H", "H", "H", "H", "H"],
  "positions_angstrom": [[-1.6589, 0.2743, 1.1114], [-2.1092, 0.0355, -0.2883], [-0.9389, -0.7651, 0.3001], [0.5423, -0.5359, -0.0651], [0.3662, 0.1743, -1.3406], [2.4558, 0.6372, 0.3706], [1.2116, 0.2436, 0.9054], [-1.1070, 1.1873, 1.3094], [-2.2762, -0.0830, 1.9316], [-3.0280, -0.5214, -0.4534], [-1.9176, 0.8118, -1.0196], [-1.1801, -1.7992, 0.5364], [1.0324, -1.5249, -0.1090], [0.3176, -0.5855, -2.1426], [2.2978, 1.1807, -0.5765], [3.0963, -0.2400, 0.1750], [2.9484, 1.2955, 1.0896]],
  "atomic_forces_ev_per_a": [[0.0, 0.1, 0.1], [-0.1, 0.1, -0.2], [0.1, -0.1, 0.0], [0.0, -0.1, -0.2], [-0.1, -0.3, 0.1], [0.2, 0.1, 0.0], [-0.1, 0.1, 0.1], [-0.1, -0.1, 0.0], [0.1, 0.0, -0.2], [0.2, 0.0, 0.0], [0.0, -0.1, 0.1], [0.1, 0.2, -0.2], [0.0, 0.1, 0.0], [-0.3, 0.0, 0.1], [0.2, -0.1, 0.2], [-0.1, 0.2, 0.1], [-0.1, -0.1, -0.1]]
}



3.
{
  "formula": "C6H10O",
  "method": "ωB97M-V/def2-TZVPD",
  "lumo_ev": 1.02,
  "e_homo_ev": -8.61,
  "smiles": "C1[C@H]2C[C@@H]12.C=CO",
  "total_energy_ev": -8427.826,
  "symbols": ["C", "C", "C", "C", "H", "H", "H", "H", "H", "H", "C", "C", "O", "H", "H", "H", "H"],
  "positions_angstrom": [[0.0225, 1.0156, 0.0523], [-1.2805, 1.3890, -0.4333], [-2.1970, 0.3580, 0.0674], [-0.9338, -0.0822, -0.6315], [0.8850, 1.4988, -0.4179], [0.2156, 0.7600, 1.0952], [-1.4105, 1.9767, -1.3230], [-3.1298, 0.3051, -0.4895], [-2.2837, 0.1624, 1.1356], [-0.9491, -0.4904, -1.6398], [2.1995, -0.7988, -0.5858], [1.7883, -1.1726, 0.6278], [0.5692, -1.6693, 0.9274], [3.1633, -0.3218, -0.7152], [1.5912, -0.9642, -1.4712], [2.4386, -1.0219, 1.4945], [-0.1054, -1.2385, 0.2835]],
  "atomic_forces_ev_per_a": [[-0.2, -0.4, -0.1], [-0.4, 0.5, -0.1], [-0.2, 0.1, 0.1], [0.4, 0.7, -0.4], [-0.4, -0.7, -0.2], [-0.3, 0.3, -0.1], [-0.3, 0.4, 0.1], [0.1, -0.3, 0.1], [0.0, 0.1, -0.1], [0.4, 0.3, 0.2], [0.1, -0.3, 0.1], [0.3, 0.1, -0.2], [-0.4, 0.1, -0.4], [0.0, -0.2, 0.0], [0.1, 0.1, 0.1], [-0.2, -0.2, -0.1], [1.0, -0.7, 0.9]]
}



4.
{
  "formula": "C6H10O",
  "method": "ωB97M-V/def2-TZVPD",
  "lumo_ev": 1.15,
  "e_homo_ev": -9.57,
  "smiles": "C[C@H]1OC[C@H]2C[C@H]21",
  "total_energy_ev": -8430.551,
  "symbols": ["C", "C", "O", "C", "C", "C", "C", "H", "H", "H", "H", "H", "H", "H", "H", "H", "H"],
  "positions_angstrom": [[-2.0171, -0.4932, 0.3614], [-0.8607, -0.1188, -0.5696], [-0.5666, 1.2583, -0.3279], [0.8176, 1.5148, -0.4693], [1.5205, 0.1921, -0.2418], [1.1186, -0.5773, 0.9827], [0.4493, -0.8558, -0.3308], [-2.3732, 0.4236, 0.8395], [-1.6893, -1.1804, 1.1477], [-2.8553, -0.9488, -0.1723], [-1.1528, -0.2586, -1.6229], [1.0553, 1.9026, -1.4718], [1.0678, 2.2852, 0.2687], [2.5072, 0.0454, -0.6702], [0.5464, -0.0656, 1.7541], [1.8175, -1.3196, 1.3576], [0.6148, -1.8040, -0.8350]],
  "atomic_forces_ev_per_a": [[-0.1, 0.0, 0.0], [0.0, -0.2, 0.0], [0.0, 0.1, 0.1], [0.3, 0.1, 0.0], [0.1, 0.1, -0.1], [0.0, 0.0, 0.2], [-0.1, -0.1, -0.1], [0.0, -0.2, -0.1], [0.0, 0.1, -0.1], [0.1, 0.0, 0.1], [0.0, 0.1, 0.1], [-0.1, -0.1, 0.1], [0.1, -0.1, -0.1], [-0.2, 0.0, 0.1], [0.1, 0.0, -0.1], [-0.1, 0.1, -0.1], [0.0, 0.2, 0.1]]
}